Entry 1:
Below is a structure of composition C8H18O11Zn2 at a distorted geometry, with properties calculated with wB97M-V/def2-TZVPD.

For the strongest force on any atom, the calculation gives 4.31 eV/Å. For the total energy, the calculation gives -127944.0177 eV. The spin multiplicity is 2. The value obtained for the HOMO-LUMO gap (spin up / spin down) is 3.44 / 2.57 eV. The molar mass is 421.00 Da. As for the total charge: -1. The value obtained for the HOMO energy (spin up / spin down) is -4.5 / -3.7 eV. As for the expectation value of S²: 0.7574.

```
39
Properties=species:S:1:pos:R:3:mulliken_charge:R:1
Zn -17.90 -3.27 1.69 -0.44
Zn -18.67 1.12 3.64 0.61
O -18.36 2.17 5.44 -0.68
O -22.08 -2.63 -2.02 -0.63
O -19.33 -1.97 -2.31 -0.65
O -24.21 2.33 -3.03 -0.58
O -23.83 -3.60 -2.69 -0.71
O -24.93 -0.54 1.49 -0.60
O -19.92 -0.21 2.52 -0.40
O -22.79 -0.49 3.33 -0.67
O -19.37 -1.92 1.22 -0.24
O -23.17 0.48 -2.65 -0.30
O -20.14 1.14 5.06 -0.64
C -20.05 -0.93 1.45 0.40
C -22.78 -3.62 -2.01 0.53
C -19.47 1.83 5.84 1.23
C -22.29 -4.93 -1.46 -0.87
C -20.82 -0.38 0.26 0.02
C -21.98 2.47 -2.03 -0.19
C -19.97 2.07 7.24 -0.99
C -23.21 1.73 -2.56 0.68
H -20.29 0.55 0.08 0.19
H -20.28 3.12 7.32 0.28
H -21.66 1.74 -1.29 -0.29
H -20.88 -0.99 -0.64 -0.35
H -19.30 -1.58 -1.43 0.35
H -22.00 -0.59 2.79 0.28
H -23.07 -5.48 -0.93 0.32
H -22.18 3.29 -1.34 0.32
H -22.56 -0.87 4.17 0.29
H -21.89 -0.22 0.41 0.35
H -20.79 1.46 7.59 0.30
H -21.54 -4.73 -0.70 0.22
H -24.09 -0.58 1.95 0.34
H -25.19 0.38 1.57 0.29
H -20.26 -2.10 -2.48 0.41
H -19.25 1.98 8.06 0.33
H -21.20 2.78 -2.72 0.27
H -21.93 -5.65 -2.20 0.23
```

***

Entry 2:
Below is a cluster of 5 separate species, C8H18O4 in total at a distorted geometry, with properties calculated with wB97M-V/def2-TZVPD.

For the strongest force on any atom, the calculation gives 5.28 eV/Å. For the total energy, the calculation gives -16775.6500 eV. The value obtained for the HOMO-LUMO gap is 9.71 eV. The molar mass is 178.23 Da. The value obtained for the HOMO energy is -9.5 eV. The relative energy (zero: lowest compared OMol25 entry of this formula, charge and spin) is 51.4 kcal/mol. Its SMILES is CCc1ccccc1.O.O.O.O.

```
30
Properties=species:S:1:pos:R:3:mulliken_charge:R:1
O -0.91 -3.44 -0.32 -0.60
O -2.03 2.35 -0.29 -0.68
O 0.62 3.34 1.01 -0.63
O 2.08 0.61 2.76 -0.62
C 0.80 -0.71 0.56 -1.33
C -1.89 -1.26 0.75 -0.22
C -1.15 -1.45 1.87 -0.27
C 0.00 -0.48 -0.58 1.23
C 1.01 1.10 -2.33 -1.06
C -1.41 -0.77 -0.44 -0.96
C 0.58 -0.29 -1.87 -0.40
C 0.23 -1.27 1.74 -0.50
H -1.79 1.56 -0.75 0.35
H -0.01 3.10 0.33 0.30
H -2.96 -1.35 0.69 0.41
H -1.37 2.45 0.44 0.33
H 2.76 0.68 2.02 0.31
H 0.65 1.30 -3.36 0.32
H 0.89 -1.45 2.59 0.47
H -0.17 -3.28 0.15 0.31
H -1.71 -1.74 2.84 0.30
H 0.57 1.88 -1.67 0.18
H 2.05 1.36 -2.39 0.31
H -0.59 -2.95 -1.14 0.34
H -1.97 -0.82 -1.48 0.29
H -0.22 -0.64 -2.70 0.28
H 1.50 -0.99 -1.94 0.32
H 1.90 -0.60 0.58 0.54
H 1.18 0.83 2.33 0.39
H 1.39 2.93 0.60 0.31
```